Record 1
C3H31O13S | the ωB97M-V functional and the def2-TZVPD basis

As for the total charge: -1. The value obtained for the HOMO-LUMO gap is 8.88 eV. Its LUMO energy is 2.65 eV.

```
48
Properties=species:S:1:pos:R:3:lowdin_charge:R:1
C 0.22 -1.13 0.68 -0.261
O 0.05 -0.15 1.68 -0.377
C 1.74 -1.43 0.38 -0.246
C 2.51 -0.23 -0.24 -0.583
S 3.46 -0.64 -1.72 0.702
H -0.16 -0.75 -0.28 0.118
H -0.18 -2.09 1.14 0.120
H 2.32 -1.70 1.30 0.122
H 1.82 -2.27 -0.30 0.048
H 3.24 0.05 0.50 0.039
H 1.72 0.62 -0.32 0.084
H 2.56 -1.30 -2.42 -0.178
H -2.59 -2.90 -0.71 0.049
H -2.35 -2.52 -2.15 0.004
O -3.06 -2.53 -1.48 -0.059
H -0.56 -1.87 -4.03 0.046
H -1.23 -1.18 -2.78 -0.010
O -0.79 -2.00 -3.10 -0.087
H 1.63 -4.17 0.89 0.040
H 0.63 -3.71 -0.22 0.009
O 1.27 -4.39 0.02 -0.065
H -3.43 0.10 0.43 0.018
H -3.82 -0.61 -0.90 -0.005
O -3.88 0.22 -0.43 -0.092
H -2.49 0.11 -1.67 0.024
H -1.81 1.04 -2.65 0.055
O -2.30 0.20 -2.65 -0.077
H 2.65 2.46 2.52 0.021
H 3.30 2.78 1.16 0.060
O 2.62 3.11 1.79 -0.098
H 0.95 2.88 -1.51 0.012
H -0.23 3.71 -2.05 -0.006
O 0.32 2.94 -2.24 -0.089
H -2.59 3.57 -2.61 0.051
H -2.44 3.45 -1.16 0.056
O -2.23 4.09 -1.87 -0.062
H 2.05 0.61 3.67 0.045
H 1.31 0.33 2.31 0.011
O 2.18 0.74 2.72 -0.118
H 0.44 -1.20 2.88 -0.012
H 0.08 -1.20 4.38 0.023
O 0.48 -1.77 3.72 -0.110
H 1.05 2.65 1.09 -0.003
H 0.40 1.19 0.92 -0.016
O 0.46 2.12 0.54 -0.117
H -1.67 1.65 1.33 0.044
H -1.41 0.22 1.81 0.016
O -2.20 0.86 1.63 -0.145
```

---

Record 2
C3H32NO17P2 | the ωB97M-V functional and the def2-TZVPD basis

As for the total charge: -1. The value obtained for the HOMO-LUMO gap is 5.14 eV. Its LUMO energy is 2.17 eV.

```
55
Properties=species:S:1:pos:R:3:lowdin_charge:R:1
C 3.55 0.64 1.88 -0.037
C 2.13 1.06 1.56 -0.416
O 1.27 -0.04 1.76 -0.336
P 0.01 -0.11 0.56 0.393
P -1.02 1.74 1.29 0.746
O -2.40 1.83 0.37 -0.363
O -1.50 1.44 2.87 -0.392
O 1.01 0.88 -0.51 -0.302
C 2.05 1.52 0.06 -0.400
O 1.76 2.96 -0.02 -0.106
N 2.61 3.73 0.75 -0.032
O 3.67 3.87 0.26 0.038
H 3.73 -0.36 1.52 0.088
H 4.24 1.32 1.39 0.060
H 3.75 0.66 2.94 0.072
H 1.79 1.82 2.26 0.117
H 0.59 -1.33 0.04 -0.017
H -0.82 -0.91 1.44 -0.025
H -0.97 -0.23 -0.49 -0.041
H -2.53 2.78 0.22 -0.007
H -0.93 0.78 3.30 0.020
H 2.98 1.31 -0.46 0.127
O -0.61 0.43 -2.98 -0.091
H -0.14 0.30 -3.81 -0.013
H 0.06 0.76 -2.36 0.008
O -2.56 -0.34 4.80 -0.072
H -2.66 0.57 4.52 0.013
H -3.36 -0.78 4.50 0.021
O -1.32 -3.05 -0.36 -0.090
H -1.73 -2.83 -1.20 0.030
H -1.00 -3.96 -0.48 0.031
O 5.53 1.63 -1.46 -0.070
H 4.94 2.31 -1.13 0.000
H 6.00 2.04 -2.20 -0.003
O -2.90 -5.32 -0.10 -0.078
H -3.09 -4.45 0.27 0.029
H -3.73 -5.60 -0.51 -0.003
O -4.62 3.80 0.84 -0.069
H -4.47 3.71 1.78 0.038
H -5.02 2.96 0.58 0.036
O 0.11 0.63 -5.87 -0.052
H 0.56 1.46 -6.03 0.047
H -0.82 0.83 -6.03 0.047
O 7.93 2.35 -2.98 -0.051
H 8.78 2.69 -2.70 0.044
H 8.05 1.39 -3.00 0.049
O -4.72 -5.41 -2.38 -0.048
H -5.16 -5.93 -3.06 0.041
H -4.52 -4.57 -2.80 0.049
O -5.08 -1.02 5.97 -0.064
H -5.78 -1.28 6.58 0.032
H -4.53 -0.41 6.46 0.033
O 0.52 -3.07 -2.50 -0.071
H 0.51 -2.17 -2.13 0.015
H -0.11 -3.04 -3.23 0.027
```

---

Record 3
C3H33N2O12 | the ωB97M-V functional and the def2-TZVPD basis

As for the total charge: +1. The value obtained for the HOMO-LUMO gap is 10.19 eV. Its LUMO energy is -2.40 eV.

```
50
Properties=species:S:1:pos:R:3:lowdin_charge:R:1
N -0.51 0.21 -1.33 0.233
C 0.21 -0.30 -0.12 -0.274
C -0.73 -0.78 0.98 -0.195
O -1.72 0.21 1.27 -0.070
C 1.32 -1.34 -0.41 -0.171
N 2.44 -0.71 -1.08 0.024
H -0.10 -0.01 -2.23 0.155
H -0.57 1.23 -1.33 0.077
H -1.47 -0.12 -1.33 0.119
H 0.62 0.60 0.27 0.101
H -0.08 -0.88 1.85 0.110
H -1.31 -1.64 0.62 0.105
H -1.25 0.99 1.61 0.045
H 1.56 -1.59 0.61 0.126
H 0.74 -2.05 -1.01 0.093
H 3.23 -0.59 -0.46 0.078
H 2.73 -1.04 -1.98 0.085
H -0.34 -4.36 1.47 0.048
H -1.63 -3.63 1.50 0.042
O -0.86 -3.80 2.07 -0.057
H 4.12 0.86 2.45 0.037
H 4.91 -0.51 2.47 0.041
O 4.37 0.09 1.94 -0.054
H 0.73 -2.91 3.65 0.016
H 0.44 -2.22 4.97 0.040
O 0.62 -2.04 4.04 -0.058
H 0.04 3.32 -0.03 0.039
H -1.36 3.27 -0.68 0.061
O -0.69 2.76 -0.25 -0.017
H -0.12 1.15 3.48 0.057
H 0.27 2.63 3.04 0.072
O 0.06 1.73 2.74 -0.024
H -4.99 -1.15 0.64 0.045
H -3.41 -1.10 0.71 0.003
O -4.18 -1.26 0.16 -0.033
H 1.30 5.21 -1.78 0.031
H 1.63 3.69 -1.86 -0.013
O 1.34 4.46 -2.37 -0.052
H 0.04 -3.90 -2.08 0.059
H -1.22 -4.43 -1.27 0.051
O -0.60 -3.70 -1.38 -0.062
H -3.38 -0.01 -1.55 0.008
H -3.66 0.04 -3.11 0.060
O -3.37 0.55 -2.35 -0.050
H -0.19 2.89 -3.55 0.047
H -1.62 2.19 -3.70 0.061
O -0.82 2.27 -3.15 -0.053
H 2.17 1.27 -1.01 -0.008
H 3.07 2.28 -0.36 0.069
O 2.20 2.19 -0.77 -0.048
```

---

Record 4
C3H34N2O12S | the ωB97M-V functional and the def2-TZVPD basis

The value obtained for the HOMO-LUMO gap is 9.02 eV. Its LUMO energy is 0.24 eV.

```
52
Properties=species:S:1:pos:R:3:lowdin_charge:R:1
N -0.79 0.87 1.32 0.030
C -0.95 2.13 0.54 -0.366
C 0.47 2.89 0.63 -0.549
S 1.01 3.61 2.21 0.683
C -1.02 1.81 -1.04 -0.282
N -2.45 1.76 -1.33 -0.042
H -1.51 0.20 1.11 0.015
H -0.15 3.69 2.84 -0.178
H -0.96 0.99 2.33 0.078
H -1.76 2.85 0.84 0.133
H 0.28 3.69 -0.13 0.073
H 1.29 2.17 0.46 0.027
H -0.39 2.47 -1.68 0.106
H -0.55 0.82 -1.20 0.057
H -2.89 2.75 -1.49 0.108
H -2.63 1.24 -2.31 0.112
H -0.03 -2.50 3.84 0.053
H 0.07 -1.29 2.79 -0.010
O 0.44 -1.73 3.53 -0.042
H 1.54 -1.09 -0.99 -0.027
H 1.79 0.40 -1.05 0.079
O 1.16 -0.34 -1.35 -0.105
H -0.36 0.43 -3.28 -0.019
H -0.22 0.96 -4.67 0.050
O -0.74 1.09 -3.86 -0.078
H 3.60 0.86 0.19 -0.031
H 3.47 2.08 -0.57 0.048
O 3.44 1.15 -0.65 0.013
H 3.37 0.67 3.06 0.054
H 2.36 -0.12 2.15 -0.003
O 3.16 0.34 2.19 -0.012
H -2.26 -1.16 -0.33 0.017
H -3.53 -1.68 -0.70 0.029
O -3.17 -1.29 0.05 -0.046
H -3.75 1.41 1.83 0.036
H -3.55 -0.17 1.95 0.006
O -3.27 0.69 2.20 -0.034
H -0.54 -0.99 -1.32 0.034
H -0.15 -2.43 -1.64 0.045
O -0.87 -1.92 -1.28 -0.060
H 2.29 0.08 -4.09 0.034
H 1.70 -0.92 -3.12 0.027
O 1.50 -0.38 -3.90 -0.049
H -1.97 -2.15 1.78 -0.024
H -1.38 -2.67 0.49 0.010
O -1.28 -2.59 1.43 -0.010
H 0.49 -3.39 1.59 0.087
H 1.74 -2.57 2.25 0.038
O 1.53 -3.21 1.52 -0.133
H 2.24 -3.28 -1.80 0.004
H 1.91 -3.40 -0.30 0.049
O 2.29 -2.83 -1.02 -0.033
```

---

Record 5
C3H35N2O16 | the ωB97M-V functional and the def2-TZVPD basis

As for the total charge: -1. The value obtained for the HOMO-LUMO gap is 8.87 eV. Its LUMO energy is 2.53 eV.

```
56
Properties=species:S:1:pos:R:3:lowdin_charge:R:1
O 2.82 -0.96 0.84 -0.011
C 2.11 -0.16 0.23 -0.496
N 1.80 -0.32 -1.08 0.187
C 1.55 0.99 1.06 -0.145
N 0.23 1.39 0.69 0.002
C -0.26 2.50 1.49 -0.277
O 0.48 3.69 1.24 -0.087
H 1.14 0.27 -1.59 0.044
H 1.96 -1.20 -1.54 0.109
H 2.29 1.82 1.01 0.140
H 1.67 0.59 2.06 0.091
H 0.04 1.47 -0.30 0.062
H -0.24 2.22 2.56 0.118
H -1.28 2.82 1.37 0.087
H -2.41 1.84 -2.22 0.065
H -1.01 1.61 -2.08 0.027
O -1.83 1.06 -1.98 -0.117
H 0.45 -4.74 0.64 0.014
H 0.14 -3.78 -0.42 0.008
O -0.08 -4.70 -0.17 -0.079
H -2.30 -4.47 -1.11 0.011
H -2.93 -3.08 -0.65 0.023
O -3.07 -4.05 -0.70 -0.067
H -0.41 -2.27 -2.20 0.027
H -0.49 -3.75 -2.65 0.037
O 0.07 -3.11 -2.24 -0.049
H 1.00 4.50 -1.53 0.045
H 0.37 3.82 0.27 0.033
O 0.15 4.06 -1.51 -0.208
H -3.69 1.48 0.46 0.056
H -2.32 1.33 -0.31 0.010
O -2.81 1.86 0.37 -0.087
H 2.41 -3.23 2.54 0.083
H 1.70 -2.71 1.15 0.050
O 1.76 -3.43 1.82 -0.079
H -1.56 -2.60 0.88 0.014
H -1.29 -2.02 2.32 0.070
O -1.49 -1.82 1.41 -0.058
H 0.50 2.98 -1.79 -0.012
H 0.98 1.81 -3.11 0.062
O 0.84 1.82 -2.15 -0.303
H -1.55 -0.55 -1.20 0.018
H -1.48 -0.88 0.29 -0.009
O -1.53 -1.31 -0.57 -0.127
H 0.07 -3.94 2.48 0.017
H -1.51 -4.01 1.75 -0.006
O -0.88 -4.18 2.42 -0.075
H 2.87 1.01 3.57 0.028
H 1.52 1.71 3.67 0.007
O 2.30 1.46 4.20 -0.067
H 3.72 1.47 -1.47 0.010
H 2.47 2.16 -1.91 -0.022
O 3.46 2.22 -2.02 -0.109
H -1.51 4.02 -1.84 0.012
H -2.48 3.62 -0.77 0.015
O -2.43 3.68 -1.72 -0.093
```

---

Record 6
C3H35NO16 | the ωB97M-V functional and the def2-TZVPD basis

The value obtained for the HOMO-LUMO gap is 9.27 eV. Its LUMO energy is -0.46 eV.

```
55
Properties=species:S:1:pos:R:3:lowdin_charge:R:1
O 1.94 2.72 1.87 0.091
C 0.81 2.99 1.83 -0.237
C -0.27 2.22 1.01 -0.282
C -1.62 2.09 1.68 -0.195
O -2.66 2.05 0.68 -0.156
N 0.34 0.96 0.37 0.017
H 0.44 3.93 2.03 0.097
H -0.17 2.76 -0.05 0.166
H -1.99 1.39 2.56 0.155
H -1.75 3.16 2.17 0.145
H -2.43 1.87 -0.29 0.057
H -0.48 0.29 0.22 0.075
H 0.81 0.31 1.10 0.072
H -3.45 -0.22 -0.64 0.018
H -3.03 0.20 0.65 -0.001
O -3.21 -0.60 0.17 -0.021
H -2.20 -0.50 -4.18 0.028
H -1.36 0.46 -3.79 -0.035
O -2.26 0.42 -4.03 -0.015
H -2.15 -2.10 -2.04 0.001
H -0.90 -2.63 -2.05 -0.002
O -1.35 -1.90 -2.46 -0.021
H 3.85 1.15 -0.23 0.047
H 2.37 1.23 0.06 0.065
O 3.08 0.59 -0.40 -0.120
H -1.65 -3.98 0.29 0.106
H -2.05 -4.30 -1.18 0.110
O -1.29 -3.88 -0.66 -0.099
H 2.84 -0.74 2.20 -0.056
H 2.10 0.64 2.65 0.112
O 2.05 -0.39 2.41 -0.095
H 0.78 1.95 -1.50 0.005
H -0.03 2.43 -2.69 -0.007
O 0.55 2.77 -2.02 -0.113
H 1.79 -3.17 -1.45 0.047
H 1.62 -3.08 -3.01 0.004
O 2.09 -3.51 -2.33 -0.046
H -1.99 1.58 -2.70 0.079
H -2.58 2.78 -1.70 -0.014
O -1.94 2.23 -1.91 -0.017
H -1.51 -2.09 0.59 -0.020
H -2.09 -1.48 1.69 0.004
O -1.26 -1.61 1.35 -0.013
H 2.75 -2.70 0.92 -0.063
H 3.43 -1.47 0.31 0.032
O 3.37 -2.07 1.06 -0.030
H 1.57 -2.96 2.58 0.042
H 0.43 -3.05 1.39 0.045
O 1.31 -3.34 1.74 -0.056
H 0.92 0.67 4.82 0.128
H 0.44 0.02 3.47 -0.008
O 0.29 0.82 3.98 -0.102
H 0.19 -0.34 -2.06 0.091
H 1.31 0.24 -3.04 0.107
O 0.33 0.35 -2.83 -0.122
```

---

Q: Which of these has the highest LUMO energy?
A: C3H31O13S